1.
C34H37N3O4 | ωB97M-V with the def2-TZVPD basis set

Results
* frontier orbital gap: 3.84 eV
* LUMO: -2.1 eV
* energy above the lowest of the compared OMol25 structures with the same formula, charge and spin: 23.37 kJ/mol

XYZ file:
```
78
Properties=species:S:1:pos:R:3:forces:R:3:lowdin_charge:R:1
C 4.76584 0.26499 3.59890 -0.23 -0.27 -0.31 -0.0679
C 3.33730 0.63239 3.96254 0.56 0.63 0.81 -0.2665
O 2.41938 -0.09487 3.18898 -0.63 -0.09 -0.58 -0.0301
C 1.14314 0.37350 3.37352 -1.78 -0.69 -0.19 -0.4601
C 0.08551 -0.53231 2.94245 1.39 2.25 0.40 -0.1630
C -1.30835 -0.22769 3.06823 -0.54 0.19 0.11 -0.1807
C -1.76366 1.00155 3.56614 0.21 0.20 -0.08 -0.0355
C -3.10422 1.22735 3.75686 -0.30 -0.20 -0.05 -0.1054
C -4.02578 0.24062 3.45581 -0.55 0.17 0.08 -0.1283
C -3.60471 -0.95800 2.91188 -0.17 0.09 0.09 -0.1093
C -2.26793 -1.18764 2.70980 0.36 0.11 -0.14 -0.0494
C 0.46117 -1.75010 2.49943 1.11 -3.83 -1.28 -0.2899
N 0.73872 -2.81817 2.08747 -0.35 1.44 0.62 0.1337
O 0.90448 1.45160 3.89764 1.01 0.31 -0.03 0.0255
H 5.47923 0.55369 4.37547 -0.20 0.06 -0.06 0.0741
H 4.83866 -0.81383 3.44676 0.03 0.00 0.14 0.0769
H 5.06494 0.72814 2.65708 0.01 0.08 0.02 0.0672
H 3.10528 0.37973 5.00601 0.33 0.22 0.00 0.1304
H 3.11870 1.70169 3.82979 0.35 -0.24 0.17 0.1145
H -1.04137 1.76226 3.80691 -0.12 -0.04 0.07 0.0864
H -3.43565 2.16973 4.16173 -0.07 0.18 0.08 0.0933
H -5.07276 0.40392 3.64948 -0.24 0.05 0.00 0.0860
H -4.32153 -1.72449 2.67223 -0.19 -0.17 -0.10 0.0935
H -1.93917 -2.10951 2.26182 0.07 -0.30 0.04 0.0925
C -4.45830 -3.30494 -2.51326 -0.45 0.02 -0.25 -0.0942
O -3.31874 -3.63032 -1.75597 1.56 1.54 0.61 -0.0616
C -2.49735 -2.53539 -1.47542 -0.15 -0.94 0.13 -0.2032
C -1.31543 -2.77100 -0.76128 -0.51 -0.54 -0.24 0.0257
C -0.45283 -1.75091 -0.46195 0.14 0.39 -0.18 -0.0070
C -0.73169 -0.42386 -0.83591 -0.32 -0.09 -0.18 -0.1990
C 0.15534 0.63148 -0.49853 -0.13 0.43 -0.06 0.0672
C -0.05905 1.94626 -0.87282 -0.45 -0.53 -0.17 -0.0695
C 0.76140 3.00869 -0.59347 -0.78 2.32 -0.84 0.0276
N 0.49849 4.29309 -0.99917 0.40 -0.23 0.34 0.0530
C 1.41196 5.44019 -0.71696 0.66 -0.81 0.18 -0.1505
C 1.64703 5.62613 0.78074 -0.25 -0.17 0.38 -0.0835
C 2.51108 6.80767 1.10261 0.05 0.18 0.03 -0.2413
C 1.98706 7.91264 1.75879 -0.04 -0.24 -0.10 -0.0403
C 2.77456 9.01533 2.01566 -0.10 0.15 0.10 -0.0749
C 4.09452 9.02959 1.61658 0.14 0.23 0.06 -0.0870
C 4.62719 7.93594 0.96696 0.22 -0.06 -0.13 -0.0768
C 3.84145 6.83115 0.71388 -0.15 -0.07 0.01 -0.0424
C 0.77862 6.66659 -1.34593 -0.85 -0.33 -0.48 -0.3888
O 1.22530 7.79378 -1.35089 -0.16 -0.59 -0.01 0.1097
N -0.40802 6.25744 -1.91263 0.99 -0.37 0.69 -0.0253
C -1.25555 7.20448 -2.61488 -0.19 -0.44 -0.02 -0.0068
C -0.68977 4.79518 -1.78535 -0.11 0.39 -0.12 -0.4315
C -0.72523 4.17590 -3.17751 0.17 -0.07 -0.10 0.0055
C -1.99110 4.60213 -1.01494 0.03 -0.03 0.19 0.0111
C -1.92379 -0.19353 -1.54881 0.28 -0.17 0.21 0.0030
C -2.77519 -1.21728 -1.86192 -0.53 -0.25 -0.32 -0.0087
H -5.03439 -4.21364 -2.69344 0.24 0.03 0.14 0.0987
H -5.07589 -2.59330 -1.96274 -0.16 0.00 -0.11 0.0963
H -4.15364 -2.87693 -3.47004 -0.17 0.01 -0.09 0.0955
H -1.09990 -3.77831 -0.45120 0.12 -0.19 0.11 0.1284
H 0.45566 -1.95365 0.07457 0.14 -0.23 0.14 0.0821
H 1.03129 0.39269 0.07665 0.34 -0.20 0.26 0.1308
H -0.93989 2.15768 -1.44096 -0.19 -0.01 -0.06 0.0556
H 1.65713 2.83858 -0.02576 0.40 0.26 0.18 0.1449
H 2.36282 5.24624 -1.22861 -0.05 0.15 0.10 0.1655
H 0.67428 5.73790 1.26852 0.00 0.00 -0.03 0.1319
H 2.09077 4.71923 1.20473 -0.01 0.01 -0.13 0.1240
H 0.94922 7.91419 2.04720 -0.22 -0.01 0.09 0.1133
H 2.35433 9.87253 2.51592 -0.08 0.11 0.09 0.1042
H 4.70698 9.89650 1.80554 0.09 0.11 0.04 0.1024
H 5.65529 7.94972 0.64478 0.18 -0.02 -0.03 0.1033
H 4.25363 5.98388 0.19230 0.18 -0.22 -0.10 0.1118
H -0.81686 8.19953 -2.54544 0.12 -0.21 0.10 0.0974
H -1.33830 6.92644 -3.66469 -0.06 0.07 -0.09 0.0894
H -2.24952 7.22628 -2.17001 -0.07 0.05 -0.02 0.0900
H 0.19534 4.41364 -3.70575 0.10 0.02 -0.04 0.1015
H -0.81808 3.09419 -3.14586 -0.07 -0.02 -0.01 0.0736
H -1.55728 4.56725 -3.76000 -0.08 0.05 0.09 0.0895
H -1.93642 5.12858 -0.06432 0.03 0.01 0.08 0.1005
H -2.83634 5.00374 -1.57195 0.05 0.00 -0.12 0.0895
H -2.19459 3.55525 -0.80506 -0.04 0.00 -0.01 0.0781
H -2.18607 0.79888 -1.86336 -0.18 0.20 -0.08 0.1030
H -3.66779 -0.99595 -2.41797 -0.14 0.11 -0.06 0.1007
```
Forces are in eV/Å.

2.
C2HF3NOS | ωB97M-V with the def2-TZVPD basis set

Results
* frontier orbital gap: 6.88 eV
* LUMO: 3.9 eV
* energy above the lowest of the compared OMol25 structures with the same formula, charge and spin: 149.76 kJ/mol
* net charge: -1

XYZ file:
```
9
Properties=species:S:1:pos:R:3:forces:R:3:lowdin_charge:R:1
C -2.31863 0.24771 -0.43020 1.25 0.17 0.08 -0.4318
C 1.49486 0.13411 0.12180 -2.42 -2.19 0.92 -0.6741
N -1.43958 -0.45547 -0.02190 -2.93 2.79 -1.82 -0.5151
O -3.05061 1.09623 -0.89307 0.37 -0.92 0.41 -0.0121
F 2.35708 -0.00285 -0.81857 3.45 0.47 -2.28 0.1322
F 0.81240 1.22985 -0.08727 -0.58 1.86 -0.12 0.1193
F 2.07386 0.22964 1.32212 0.77 0.23 0.41 0.0890
S -0.80491 -1.71370 0.76341 0.22 -2.86 1.62 0.3228
H 0.87552 -0.76551 0.04368 -0.12 0.45 0.78 -0.0301
```
Forces are in eV/Å.

3.
C7H11FN2O | ωB97M-V with the def2-TZVPD basis set

Results
* frontier orbital gap (spin up / spin down): 4.12 / 8.41 eV
* expectation value of S²: 2.020
* LUMO (spin up / spin down): 0.3 / -2.3 eV
* energy above the lowest of the compared OMol25 structures with the same formula, charge and spin: 153.12 kJ/mol
* multiplicity: 3

XYZ file:
```
22
Properties=species:S:1:pos:R:3:forces:R:3:lowdin_charge:R:1
C -2.55066 0.86854 -0.50213 2.10 -5.28 -0.06 -0.3484
C -0.22932 0.10877 -1.26831 -1.85 0.08 -1.04 -0.2809
C 1.83570 1.88337 -0.22905 -2.74 -0.11 -0.78 -0.0411
C 0.14328 -1.98684 1.17130 -2.60 0.69 2.74 -0.0605
C 1.79681 0.34889 -0.18472 0.98 1.90 0.00 -0.1956
C -0.20357 -0.46392 1.05313 0.91 -1.16 0.84 -0.1708
C -2.34501 -0.41813 -0.88057 0.33 1.18 -0.68 -0.1639
N -2.86777 1.94054 -0.27979 -1.81 6.31 1.13 0.1411
N 0.43547 -0.00272 -0.17730 -2.05 -1.42 1.12 -0.1217
O -0.17971 0.41704 -2.39702 0.05 0.12 -0.42 0.2078
F -2.93524 -0.68740 -2.10450 -0.13 -1.57 -0.76 0.0015
H 2.58951 2.17575 0.38882 2.87 1.33 0.90 0.0255
H 1.83048 2.30185 -1.30034 0.03 -0.48 1.93 0.1177
H 0.95328 2.24672 0.41404 0.82 -0.34 -1.49 0.1180
H -0.62352 -2.43047 1.87628 0.70 0.42 -0.44 0.0948
H -0.03770 -2.54122 0.29719 0.07 -0.32 -1.54 0.0531
H 1.06267 -2.26273 1.62906 1.08 0.18 0.05 0.0553
H 2.37215 -0.05900 -0.98321 0.03 -0.55 -0.97 0.1249
H 2.25077 -0.06480 0.68915 0.17 -0.04 0.84 0.1196
H -1.31816 -0.32175 1.09215 1.33 0.32 -0.43 0.0943
H 0.20207 0.16853 1.87951 -0.12 -0.70 -0.46 0.1393
H -2.18154 -1.22102 -0.18369 -0.17 -0.56 -0.49 0.0897
```
Forces are in eV/Å.

4.
CH4NS | ωB97M-V with the def2-TZVPD basis set

Results
* frontier orbital gap (spin up / spin down): 2.40 / 6.50 eV
* expectation value of S²: 0.752
* LUMO (spin up / spin down): 7.2 / 7.0 eV
* energy above the lowest of the compared OMol25 structures with the same formula, charge and spin: 101.35 kJ/mol
* net charge: -2
* multiplicity: 2

XYZ file:
```
7
Properties=species:S:1:pos:R:3:forces:R:3:lowdin_charge:R:1
S 0.72811 -1.29800 -0.21539 0.69 -0.97 -1.06 -0.3170
H 1.09663 -2.00472 -1.34822 -0.13 0.35 0.71 -0.4845
C -0.99929 1.06702 0.74561 -0.79 2.01 1.85 -0.7512
N -0.65017 1.89622 -0.21538 1.86 -1.17 -0.02 -0.1582
H -1.27226 1.67328 1.66135 -0.61 -0.99 -0.63 -0.1265
H -1.03659 -0.03322 0.97496 0.63 1.01 -0.96 -0.1078
H 0.10944 1.45703 -0.80776 -1.66 -0.24 0.11 -0.0547
```
Forces are in eV/Å.

5.
C8H9NO2 | ωB97M-V with the def2-TZVPD basis set

Results
* frontier orbital gap: 8.62 eV
* LUMO: -0.2 eV
* energy above the lowest of the compared OMol25 structures with the same formula, charge and spin: 570.34 kJ/mol

XYZ file:
```
20
Properties=species:S:1:pos:R:3:forces:R:3:lowdin_charge:R:1
C -2.48158 1.46933 -0.00791 -0.45 0.55 -0.80 -0.0766
C -0.97870 0.89688 0.03644 -0.97 7.03 -1.43 -0.2185
C 0.06025 1.94600 0.05002 -4.57 -0.75 -0.70 -0.0863
C 1.79041 0.41546 -0.03525 -5.86 -3.71 1.84 -0.2605
C 3.15844 -0.00553 -0.05986 2.88 1.49 5.96 -0.0622
C 0.74044 -0.75422 0.01760 2.05 5.80 -1.25 -0.1349
C -0.61936 -0.35920 -0.07607 1.94 -3.63 1.33 -0.1821
C -1.54286 -1.46062 -0.00012 -0.29 -2.72 -1.74 -0.1918
H -2.30912 2.67829 -0.18066 -0.90 -3.08 1.17 0.0780
H -2.85260 1.06552 1.04023 -0.10 1.55 -2.25 0.0991
H -3.39060 1.22982 -0.97118 3.35 0.05 3.10 0.1654
H -0.62541 2.98751 -0.06746 3.43 -2.04 0.56 0.1440
H 3.22312 -0.62938 -0.85515 1.53 -1.57 -2.60 0.0385
H 3.74489 -0.57953 0.97886 -2.57 1.00 -2.74 0.1779
H 3.70086 0.92958 0.14611 0.59 -0.29 -1.65 0.0814
H 1.46588 -2.26637 0.68091 2.68 -2.82 7.24 0.0313
H -0.72825 -2.37854 -0.21040 -3.31 0.72 0.81 0.1721
N 1.35070 1.66271 0.01903 0.37 0.95 -0.11 0.0917
O 1.21649 -2.00402 -0.09440 -2.37 1.82 -6.94 0.0886
O -2.77222 -1.44154 0.06395 2.58 -0.34 0.20 0.0450
```
Forces are in eV/Å.

6.
C19H24As2AuN2 | ωB97M-V with the def2-TZVPD basis set

Results
* frontier orbital gap (spin up / spin down): 8.63 / 4.82 eV
* expectation value of S²: 2.014
* LUMO (spin up / spin down): -9.4 / -13.2 eV
* net charge: +3
* multiplicity: 3

XYZ file:
```
48
Properties=species:S:1:pos:R:3:forces:R:3:lowdin_charge:R:1
Au 0.40886 -1.23534 -1.12039 0.85 -0.14 0.65 0.7599
N 2.62887 -1.63312 -0.92798 -0.52 -0.11 -0.28 0.0155
C 3.08180 -1.49599 0.44597 0.13 0.00 0.29 -0.2342
C 4.41018 -1.52619 0.78419 -0.19 -0.09 -0.17 0.0343
C 4.80863 -1.47495 2.13225 -0.02 0.02 0.13 0.0001
C 3.87333 -1.40769 3.12761 0.11 0.01 0.07 0.0338
C 2.49464 -1.37353 2.82185 -0.20 0.07 -0.42 -0.1107
C 1.47406 -1.30441 3.79185 -0.04 0.00 0.15 0.0695
C 0.15108 -1.23751 3.42599 0.16 -0.06 -0.12 0.0145
C -0.16066 -1.23502 2.06222 -0.21 0.12 0.15 -0.0756
N 0.78737 -1.28692 1.15499 -0.42 -0.03 -0.93 0.0375
C 2.10395 -1.38721 1.45144 0.50 -0.01 0.29 -0.1648
H 3.21726 -1.07960 -1.54698 -0.07 0.07 -0.06 0.1182
H 2.75197 -2.59865 -1.23989 0.03 -0.02 0.05 0.1282
H 5.16412 -1.61645 0.00991 0.00 0.00 0.01 0.1418
H 5.86292 -1.50795 2.37005 -0.01 0.03 0.02 0.1378
H 4.17495 -1.36091 4.16666 0.01 -0.07 0.00 0.1447
H 1.74836 -1.31165 4.84061 -0.01 0.03 0.00 0.1511
H -0.64660 -1.18701 4.15266 0.00 -0.02 0.01 0.1362
H -1.18692 -1.17226 1.72076 0.02 0.02 -0.01 0.1136
C -3.10197 -2.33871 -0.63784 0.15 -0.17 0.09 -0.2338
As -1.99803 -1.01132 -1.49897 -0.37 0.32 0.15 1.0787
C -2.65197 -0.99596 -3.31851 0.12 -0.11 -0.13 -0.2157
C -2.37866 0.71855 -0.70417 -0.03 -0.19 -0.03 -0.4197
C -3.66162 0.94941 -0.21931 0.11 -0.12 -0.13 -0.0711
C -3.97337 2.15906 0.38962 0.00 0.11 0.05 -0.0052
C -3.00769 3.14680 0.51367 -0.05 -0.01 0.01 -0.0088
C -1.72304 2.93082 0.03273 0.09 -0.02 -0.12 -0.0719
C -1.41071 1.72464 -0.58949 0.31 -0.17 -0.02 -0.4177
As 0.37886 1.51556 -1.30211 -0.52 0.82 -0.04 1.2148
C 1.54617 2.83935 -0.50010 0.13 -0.28 0.14 -0.2232
C 0.36691 1.93783 -3.19520 0.13 -0.23 -0.11 -0.2152
H -4.13032 -2.24567 -0.98581 0.02 0.14 -0.05 0.0630
H -3.07067 -2.24900 0.44562 0.03 0.05 -0.01 0.0411
H -2.73187 -3.32136 -0.93086 0.00 0.01 0.01 0.0549
H -3.65566 -0.57022 -3.28880 0.00 0.02 0.08 0.0661
H -2.70828 -2.02637 -3.66810 0.03 0.00 0.00 0.0590
H -2.03385 -0.41467 -3.99721 0.05 0.03 0.07 0.0329
H -4.42419 0.18664 -0.32015 -0.05 0.03 0.08 0.1159
H -4.96973 2.32570 0.77719 -0.01 0.00 -0.03 0.1368
H -3.24658 4.09034 0.98598 -0.02 -0.01 0.00 0.1365
H -0.98215 3.71483 0.12215 -0.02 0.02 0.06 0.1100
H 1.28337 3.82055 -0.89933 -0.12 -0.04 -0.05 0.0673
H 2.57543 2.61832 -0.78091 -0.02 -0.02 -0.03 0.0494
H 1.45553 2.82617 0.58369 -0.05 0.00 -0.01 0.0521
H -0.18271 2.87283 -3.31992 -0.03 0.01 0.12 0.0710
H -0.10606 1.15717 -3.78678 -0.03 0.00 0.04 0.0258
H 1.39470 2.07105 -3.53085 0.00 -0.01 0.03 0.0557
```
Forces are in eV/Å.

Number 1: DFT total energy -48516.5762 eV. Number 2: DFT total energy -24616.4846 eV. Number 3: DFT total energy -15174.3334 eV. Number 4: DFT total energy -13421.6842 eV. Number 5: DFT total energy -14020.9822 eV. Number 6: DFT total energy -148413.4861 eV.